Entry 1:
# C4H4N2

One molecule with the formula C4H4N2 (ωB97M-V with the def2-TZVPD basis set, the Open Molecules 2025 dataset).

```
10
Properties=species:S:1:pos:R:3
N -1.957 0.277 -0.115
N 0.362 -0.249 0.878
C -3.007 0.708 -0.459
C -0.095 -1.348 -0.041
C 1.248 0.644 0.170
C -1.008 -0.482 0.223
H 0.154 -2.242 -0.593
H 0.622 1.305 -0.516
H 1.946 0.149 -0.453
H 1.735 1.239 0.907
```

Calculated values
ΔE to the lowest compared entry with this formula, charge and spin in kcal/mol: 126.73
E in hartree: -264.12447


Entry 2:
# C32H96HfN16O8P5

C32H96HfN16O8P5 as an isolated structure (ωB97M-V with the def2-TZVPD basis set, the Open Molecules 2025 dataset).

```
158
Properties=species:S:1:pos:R:3
Hf 3.266 1.727 -0.904
P -5.563 0.038 -0.139
P 1.903 3.254 2.375
P 3.950 -1.721 -2.443
P 0.860 -5.698 3.062
P 0.750 4.211 -2.451
O 0.893 -6.808 4.050
O 3.685 -0.486 -1.641
O -5.101 -0.284 -1.494
O -3.065 -3.381 -0.981
O 2.608 2.908 1.067
O -1.318 -3.985 -2.104
O 1.253 0.640 -0.385
O 1.801 3.477 -1.645
N -0.473 3.153 -2.972
N 2.136 2.076 3.527
N 1.219 5.072 -3.873
N -2.283 -3.252 -1.883
N 0.185 3.324 2.260
N -0.614 -5.479 2.210
N 3.312 -3.151 -1.688
N 2.309 4.735 3.243
N -6.947 1.029 0.058
N -0.064 5.519 -1.690
N 1.148 -4.153 3.729
N -6.060 -1.340 0.817
N 3.056 -1.753 -3.934
N 2.098 -5.935 1.889
N -4.353 0.703 0.820
N 5.582 -2.039 -2.735
C -2.477 -2.082 -2.843
C -0.161 2.206 -4.055
C 2.542 5.755 -3.959
C -8.106 0.798 -0.778
C 1.491 0.733 3.389
C 6.080 -3.339 -3.240
C 0.667 -3.861 5.114
C -3.368 -0.203 1.504
C 6.580 -0.978 -2.891
C -3.945 2.126 0.642
C 1.956 -0.838 -4.226
C 1.829 4.944 4.619
C -1.826 -5.744 2.938
C -0.531 3.315 0.970
C 3.321 2.142 4.401
C 1.854 -3.561 -1.708
C -0.713 -4.614 1.070
C 1.231 -2.938 2.862
C 1.924 -6.889 0.792
C -1.590 2.684 -2.143
C 0.469 5.233 -5.132
C 3.335 -2.783 -4.952
C 0.538 6.129 -0.553
C 2.869 5.905 2.518
C 0.311 -0.343 -0.168
C -7.232 1.717 1.296
C -0.721 3.171 3.503
C 3.906 -3.560 -0.342
C -6.536 -2.512 0.124
C -1.107 6.249 -2.316
C 3.508 -5.767 2.308
C -6.587 -1.238 2.177
H -1.604 -5.867 3.998
H -6.391 1.783 1.987
H 0.821 4.557 -5.911
H 1.104 -1.432 -4.558
H 5.279 -4.078 -3.213
H -0.986 1.507 -4.198
H -1.914 6.281 -1.584
H -7.666 -1.091 2.137
H 4.142 -5.499 1.463
H 2.242 -6.558 -0.197
H -6.503 -2.260 2.548
H -1.196 4.178 0.929
H -8.665 0.083 -0.174
H -0.421 -3.864 5.037
H 3.907 -6.695 2.715
H -3.723 -0.510 2.488
H -6.046 -0.545 2.822
H 1.924 6.429 2.379
H 2.348 6.828 -3.929
H -2.399 2.312 -2.772
H 7.228 -0.948 -2.014
H -7.359 2.780 1.090
H -7.041 -3.186 0.815
H 1.001 5.652 4.591
H -1.477 -1.728 -3.096
H -2.898 2.277 0.902
H -3.097 -1.245 -2.523
H 1.767 -0.195 -3.366
H -0.036 2.719 -5.008
H -2.318 -6.650 2.582
H 3.030 2.002 5.442
H 0.897 5.474 0.241
H 3.135 -3.352 0.400
H -0.246 6.732 -0.095
H -7.173 -2.201 -0.704
H -1.377 -5.038 0.317
H 2.165 0.036 2.891
H 2.257 -0.203 -5.059
H -1.052 -3.586 1.203
H 2.339 -7.882 0.966
H 4.887 -3.172 -0.067
H -1.490 5.790 -3.228
H -8.082 1.251 1.794
H -7.861 0.315 -1.724
H 1.675 -3.214 1.906
H 3.996 -4.645 -0.400
H -0.732 7.267 -2.429
H -4.125 2.432 -0.389
H 3.337 -3.805 -4.571
H 7.143 -1.107 -3.815
H -2.485 0.318 1.874
H 3.182 5.692 1.496
H 4.385 -2.794 -5.247
H 0.760 -1.255 0.227
H 3.982 3.005 4.326
H -3.232 -1.094 0.892
H 0.982 -4.716 5.713
H 1.462 -3.552 -0.691
H -2.134 3.501 -1.668
H 3.187 5.405 -3.154
H 6.863 -3.685 -2.566
H 3.552 6.534 3.091
H 0.272 -4.533 0.610
H 3.023 5.661 -4.933
H -1.260 1.964 -1.394
H 1.377 6.754 -0.861
H 0.670 6.177 -5.638
H -0.189 2.745 4.354
H 0.259 -2.485 2.666
H 1.170 -2.871 -2.202
H 3.948 1.296 4.122
H 6.396 -3.152 -4.267
H 2.670 -2.672 -5.808
H -4.510 2.732 1.350
H -0.210 -0.589 -1.093
H -0.861 2.284 0.844
H 1.968 -2.282 3.324
H -1.076 4.135 3.869
H -1.609 2.567 3.319
H 0.199 3.220 0.165
H 0.743 1.645 -3.820
H 1.360 4.117 5.154
H -8.698 1.713 -0.815
H 1.639 -4.548 -2.115
H -5.655 -3.032 -0.251
H 2.573 5.359 5.300
H 6.076 -0.012 -2.885
H 0.994 -2.901 5.513
H 1.238 0.466 4.415
H 0.853 -6.895 0.593
H -2.898 -2.565 -3.725
H -0.505 -0.010 0.473
H -0.584 4.979 -5.011
H 3.583 -5.038 3.115
H 0.576 0.894 2.820
H -2.466 -4.868 2.833
```

Calculated values
E in hartree: -4508.66051
Charge: +3


Entry 3:
# C31H36Br3N7O2

C31H36Br3N7O2 as an isolated structure (ωB97M-V with the def2-TZVPD basis set, the Open Molecules 2025 dataset).

```
79
Properties=species:S:1:pos:R:3
Br 2.842 -5.549 2.281
Br -0.249 -6.394 1.482
Br 2.004 -6.555 -0.697
O -5.289 7.701 -1.544
O -5.258 5.653 -2.187
N -4.725 6.647 -1.741
N 1.773 -1.423 4.337
N -1.324 -5.287 -2.340
N -4.896 1.166 -3.255
N 3.772 -2.212 -1.075
N 0.344 -0.895 0.944
N 1.674 2.409 4.002
C 0.510 0.914 -0.296
C 3.447 -3.178 -1.994
C -1.364 5.257 -1.006
C -2.983 0.389 -2.519
C 0.480 -1.045 4.479
C -1.730 -5.055 -3.619
C 2.390 2.629 2.870
C 0.362 -0.200 -1.140
C 4.825 -2.619 -0.341
C -3.291 6.577 -1.407
C 4.427 -4.155 -1.889
C 0.573 0.450 0.998
C 3.742 2.474 3.140
C 0.586 -2.990 3.360
C -2.998 1.767 -2.270
C -4.135 0.025 -3.161
C 1.872 -2.594 3.663
C -2.666 5.355 -1.500
C 0.225 -1.305 -0.363
C -0.641 6.414 -0.674
C 3.803 2.251 4.539
C -1.659 -4.210 -1.540
C -2.303 -3.815 -3.670
C -0.301 -2.028 3.880
C 2.537 2.183 5.047
C 1.486 -5.552 0.893
C -1.248 7.656 -0.702
C -2.305 -3.299 -2.346
C 5.326 -3.784 -0.857
C -2.592 7.714 -1.030
C -4.271 2.215 -2.644
H -4.348 -0.914 -3.641
H 1.965 2.904 1.919
H -0.730 8.585 -0.512
H 0.210 -3.923 2.967
H 4.371 -5.090 -2.424
H -0.888 -6.120 -1.989
H -2.829 -3.377 -4.503
H -3.088 8.668 -1.165
H 4.664 2.063 5.163
H -0.863 4.300 -1.033
H -5.784 1.203 -3.721
H 5.205 -2.062 0.504
H -1.602 -5.738 -4.441
H -2.128 2.278 -1.890
H 0.361 6.270 -0.291
H 0.238 -1.534 1.726
H -4.756 3.175 -2.606
H -1.367 -2.066 4.041
H 4.527 2.653 2.427
H 3.270 -1.350 -0.947
H 2.555 -0.923 4.725
H 0.635 1.942 -0.607
H 2.768 -3.170 3.499
H 0.290 -0.110 4.980
H -0.122 -2.297 -0.599
H -1.474 -4.209 -0.480
H -3.073 4.482 -1.984
H -2.202 -0.353 -2.476
H 6.182 -4.347 -0.529
H 0.252 -0.087 -2.209
H 2.610 -3.067 -2.662
H 0.747 0.853 1.978
H 0.677 2.517 3.942
H -2.585 -2.320 -1.994
H 1.296 -4.512 0.665
H 2.237 1.973 6.059
```

Calculated values
ΔE to the lowest compared entry with this formula, charge and spin in kcal/mol: 0.00
E in hartree: -9458.49348


no.,molecular weight (u)
1,80.09
2,1166.58
3,778.39